The following is a quantum chemistry calculation of C36H35FN5O3V as an isolated structure, from the Open Molecules 2025 dataset.

spin multiplicity = 2
HOMO-LUMO gap (spin up / spin down) = 6.138 / 5.259 eV
charge = +1
⟨S²⟩ = 0.788
HOMO level (spin up / spin down) = -9.765 / -8.925 eV
energy = -2935.973472 Eh

Geometry as XYZ:
```
81
Properties=species:S:1:pos:R:3:lowdin_charge:R:1
V 0.01706 0.76759 0.27524 0.7881
O -0.64947 0.46996 2.31752 -0.1092
C -1.95317 -0.10907 2.25753 -0.1345
C -1.99266 -1.19267 1.21106 -0.2532
C -2.92509 -2.21626 1.25859 0.0052
C -2.89227 -3.19692 0.28131 -0.0299
C -1.91933 -3.12851 -0.70552 -0.0263
C -1.04026 -2.06171 -0.69428 -0.1001
N -1.08511 -1.09553 0.22984 0.0040
H -0.03490 -0.18024 2.69525 0.0910
H -2.62491 0.71360 2.00580 0.1310
H -2.24567 -0.50694 3.23017 0.1418
H -3.64762 -2.25505 2.06303 0.1263
H -3.60483 -4.01039 0.29624 0.1190
H -1.83901 -3.88105 -1.47645 0.1169
H -0.26390 -1.95740 -1.44328 0.1254
C 0.57304 1.60170 -2.29642 -0.0704
C 2.06753 1.52412 -2.53917 -0.3499
C 2.38162 0.24911 -3.32178 -0.0483
C 2.98025 1.70768 -1.32476 -0.1313
C 3.97826 2.66460 -1.52187 -0.0384
C 4.97424 2.88255 -0.59616 -0.0664
C 4.98189 2.12194 0.55575 -0.0389
C 4.00385 1.16704 0.82866 -0.1401
C 4.20373 0.44786 2.16649 -0.3467
C 3.00984 0.45013 3.11877 -0.0474
C 4.84882 -0.94182 2.06192 -0.0386
C 2.96542 0.96555 -0.12074 -0.2005
N 1.87828 0.07746 0.19833 -0.0505
C 2.22500 -1.28665 0.23203 -0.2459
C 3.18894 -1.83145 -0.62921 -0.0328
C 3.52295 -3.17473 -0.61637 -0.0703
C 2.90469 -4.04412 0.26985 -0.0784
C 1.96938 -3.54154 1.15848 -0.0142
C 1.66032 -2.19961 1.12579 -0.2386
F 0.79926 -1.77105 2.10066 0.0170
H 0.02439 1.38307 -3.21602 0.1017
H 0.23338 2.55736 -1.90713 0.0794
H 0.30783 0.73294 -1.65748 0.0272
H 2.30692 2.36669 -3.19291 0.1268
H 1.98744 -0.63141 -2.81243 0.0669
H 3.45569 0.11136 -3.44564 0.0902
H 1.92671 0.29071 -4.31280 0.0857
H 3.97244 3.23604 -2.44210 0.1136
H 5.74231 3.62368 -0.77232 0.1087
H 5.77145 2.27423 1.28159 0.1157
H 4.95961 1.06195 2.66292 0.1178
H 2.15132 -0.05489 2.68627 0.0369
H 2.71503 1.46285 3.39883 0.0781
H 3.27945 -0.07417 4.03764 0.0915
H 4.12381 -1.73920 1.92197 0.0589
H 5.38829 -1.15273 2.98683 0.0855
H 5.56319 -0.98755 1.23979 0.0896
H 3.70516 -1.16233 -1.29848 0.1099
H 4.27719 -3.53886 -1.30119 0.1109
H 3.16999 -5.09164 0.29615 0.1075
H 1.49136 -4.16533 1.90236 0.1240
O -5.18125 5.63344 -0.58138 0.0874
N -4.09220 6.13736 -0.38649 -0.3335
O -3.85429 7.32347 -0.43431 0.1063
C -2.94722 5.22511 -0.13817 -0.0543
C -1.88632 5.77238 0.48695 0.0867
C -0.73911 4.98091 0.81548 -0.1164
C 0.39970 5.52471 1.42740 0.0242
C 1.46301 4.68968 1.66730 0.0004
C 1.37631 3.34558 1.30664 -0.0559
N 0.31079 2.79922 0.72969 0.0442
C -0.74281 3.62103 0.49092 -0.1341
C -1.89496 3.04580 -0.15353 -0.1288
N -1.83273 1.71354 -0.39914 0.0326
C -2.79586 1.15461 -1.11339 -0.0829
C -3.88483 1.87648 -1.59989 -0.0028
C -4.00627 3.20747 -1.28603 0.0385
C -2.99803 3.83339 -0.52662 -0.0441
H -1.89916 6.82322 0.73732 0.1394
H 0.43112 6.57292 1.69282 0.1304
H 2.37333 5.04688 2.12698 0.1221
H 2.21062 2.68070 1.47322 0.0983
H -2.70629 0.09114 -1.29543 0.1154
H -4.63448 1.37803 -2.19679 0.1207
H -4.86240 3.76836 -1.61802 0.1143
```